This record from the OMol25 dataset describes a structure of composition C21H29FeN4OS. The level of theory is ωB97M-V with the def2-TZVPD basis set.

Its spin multiplicity is 6. As for the total charge: +2. Its expectation value of S² is 8.79. The calculation puts the HOMO energy (alpha / beta) at -0.5353 / -0.5487 Ha. The lowest unoccupied orbital energy (alpha / beta) comes out at -6.43 / -8.61 eV.

XYZ file:
```
57
Properties=species:S:1:pos:R:3:lowdin_charge:R:1
Fe -0.461 -0.258 -0.441 0.681
C 2.512 0.417 -1.391 0.002
C 1.585 1.512 -1.818 -0.273
C 2.051 2.597 -2.579 0.027
C 1.170 3.553 -2.999 0.054
C -0.195 3.444 -2.659 -0.129
C -1.157 4.405 -3.069 0.047
C -2.480 4.278 -2.717 -0.019
C -2.890 3.196 -1.945 -0.050
C -1.985 2.214 -1.510 -0.575
S -2.547 0.939 -0.546 0.883
C -0.593 2.344 -1.886 -0.206
N 0.302 1.402 -1.478 0.042
H 3.550 0.737 -1.431 0.099
H 2.403 -0.438 -2.064 0.093
H 2.295 0.080 -0.374 0.072
H 3.101 2.657 -2.827 0.133
H 1.508 4.395 -3.590 0.141
H -0.828 5.248 -3.664 0.138
H -3.202 5.017 -3.034 0.130
H -3.929 3.092 -1.661 0.121
C -0.469 -4.027 -2.390 -0.121
C -1.860 -3.417 -2.625 -0.132
C -1.558 -1.952 -2.843 -0.145
O -0.484 -1.687 -1.891 -0.298
C 0.392 -2.858 -1.898 -0.136
H -0.059 -4.427 -3.315 0.123
H -0.501 -4.838 -1.666 0.122
H -2.499 -3.542 -1.751 0.121
H -2.368 -3.859 -3.479 0.130
H -2.374 -1.270 -2.613 0.107
H -1.177 -1.749 -3.845 0.141
H 0.772 -2.977 -0.885 0.110
H 1.224 -2.647 -2.571 0.124
C 2.056 1.078 4.277 -0.142
C 1.361 1.902 3.212 -0.148
N 0.933 0.990 2.155 0.083
C 0.439 -0.246 2.393 -0.348
N -0.059 -0.932 1.356 -0.071
C -0.482 -2.315 1.619 -0.212
C -1.162 -2.420 2.969 -0.141
C -0.170 -1.981 4.023 -0.123
N 0.487 -0.725 3.636 -0.011
C 1.107 0.000 4.755 -0.121
H 2.348 1.704 5.118 0.131
H 2.961 0.631 3.861 0.129
H 2.036 2.633 2.771 0.129
H 0.505 2.437 3.631 0.131
H 0.822 1.354 1.224 0.107
H 0.384 -2.986 1.584 0.128
H -1.162 -2.624 0.820 0.108
H -1.482 -3.441 3.167 0.131
H -2.046 -1.780 2.987 0.129
H 0.597 -2.743 4.184 0.139
H -0.664 -1.804 4.979 0.137
H 1.632 -0.739 5.361 0.137
H 0.311 0.426 5.372 0.140
```

---

This record from the OMol25 dataset describes an isolated molecule of C4H8O2S at a distorted geometry. The level of theory is ωB97M-V with the def2-TZVPD basis set.

The calculation puts the HOMO energy (alpha / beta) at -0.3420 / -0.3419 Ha. The lowest unoccupied orbital energy (alpha / beta) comes out at -1.43 / -1.43 eV.

XYZ file:
```
15
Properties=species:S:1:pos:R:3:lowdin_charge:R:1
C -1.407 -1.148 0.723 -0.100
C -0.807 -0.980 -0.659 -0.101
C 0.503 0.366 -0.527 -0.269
C 0.119 1.751 -0.226 -0.140
S 1.912 -0.200 0.245 0.788
O 2.466 -1.477 -0.218 -0.372
O 2.959 0.810 0.366 -0.371
H -1.256 -0.255 1.136 0.007
H -2.448 -1.459 0.746 0.088
H -0.753 -1.824 1.217 0.074
H -0.199 -1.758 -1.022 0.057
H -1.326 -0.378 -1.437 0.100
H -0.318 2.267 -1.023 0.070
H -0.406 1.861 0.710 0.084
H 0.963 2.425 -0.033 0.085
```

---

This record from the OMol25 dataset describes a cluster of 2 separate species, C6H12NO3 in total at a distorted geometry. The level of theory is ωB97M-V with the def2-TZVPD basis set.

As for the total charge: -1. The calculation puts the HOMO energy at -0.1396 Ha. The lowest unoccupied orbital energy comes out at 2.92 eV.

XYZ file:
```
22
Properties=species:S:1:pos:R:3:lowdin_charge:R:1
C -0.374 1.798 0.938 -0.236
C -1.234 2.308 -0.130 -0.178
C 0.977 2.672 1.152 -0.753
O 1.406 3.331 0.196 -0.071
O 1.446 2.401 2.260 -0.091
H -0.895 1.865 1.960 0.115
H -0.205 0.779 0.857 0.015
H -0.592 2.504 -0.991 0.057
H -1.579 3.376 0.046 0.087
H -2.060 1.560 -0.397 0.070
C -0.719 -1.467 -0.370 -0.169
C -1.330 -2.379 0.651 -0.125
C -0.183 -2.460 -1.442 -0.531
O -0.574 -2.686 -2.533 0.095
N 1.069 -2.945 -0.904 0.117
H -1.356 -0.728 -0.782 0.083
H 0.048 -0.762 0.135 0.126
H -0.667 -2.791 1.411 0.063
H -1.641 -3.370 0.192 0.095
H 1.380 -3.629 -1.593 0.083
H 1.194 -3.291 0.040 0.084
H -2.158 -2.092 1.275 0.063
```

---

This record from the OMol25 dataset describes a cluster of 7 separate species, C39H77IN6O8 in total at a distorted geometry. The level of theory is ωB97M-V with the def2-TZVPD basis set.

The calculation puts the HOMO energy at -0.3240 Ha. The lowest unoccupied orbital energy comes out at -0.90 eV.

XYZ file:
```
131
Properties=species:S:1:pos:R:3:lowdin_charge:R:1
C -2.408 -1.805 4.341 0.130
C -1.862 -2.654 3.679 -0.072
C -1.032 -3.839 3.334 -0.161
C -1.682 -5.072 3.052 -0.003
C -0.844 -6.177 2.773 -0.040
C 0.569 -6.078 2.775 -0.026
C 1.196 -4.849 3.031 -0.069
C 0.367 -3.717 3.325 -0.027
C 1.088 -2.396 3.617 -0.281
O 0.668 -1.305 3.320 0.080
C 2.453 -2.528 4.290 0.075
C 3.230 -3.583 4.016 -0.113
C 4.603 -3.683 4.709 -0.176
C 5.632 -2.633 4.182 -0.266
C 5.549 -1.237 4.857 -0.646
I 5.659 -1.280 7.016 0.757
C 2.720 -4.641 3.019 -0.275
O 3.454 -5.230 2.267 0.127
H -2.878 -1.062 4.974 0.044
H -2.776 -5.152 3.053 0.121
H -1.358 -7.128 2.574 0.111
H 1.160 -6.984 2.575 0.113
H 2.764 -1.723 4.971 0.123
H 4.511 -3.713 5.813 0.079
H 5.011 -4.681 4.431 0.093
H 5.406 -2.494 3.101 0.125
H 6.660 -3.027 4.320 0.111
H 4.663 -0.662 4.537 0.019
H 6.432 -0.656 4.525 0.035
C 0.524 2.457 -1.358 -0.113
O 0.578 2.105 0.011 -0.193
C -0.562 1.405 0.489 -0.198
C -0.558 -0.104 0.194 -0.421
C -0.902 -0.445 -1.253 -0.073
N 0.729 -0.716 0.534 0.051
H -0.494 2.698 -1.682 0.083
H 0.937 1.656 -1.975 0.075
H 1.151 3.339 -1.505 0.083
H -0.547 1.535 1.575 0.122
H -1.485 1.881 0.132 0.118
H -1.328 -0.560 0.824 0.134
H -0.074 -0.249 -1.937 0.063
H -1.146 -1.503 -1.345 0.059
H -1.770 0.125 -1.595 0.075
H 0.903 -0.572 1.527 0.030
H 1.455 -0.166 0.076 0.067
C 4.241 1.868 3.358 -0.097
O 5.631 1.600 3.453 -0.217
C 6.281 1.404 2.208 -0.210
C 6.672 2.702 1.481 -0.430
C 5.496 3.402 0.807 -0.070
N 7.336 3.650 2.381 0.039
H 3.774 1.333 2.526 0.093
H 4.064 2.941 3.262 0.078
H 3.771 1.542 4.288 0.085
H 7.201 0.860 2.443 0.119
H 5.686 0.745 1.562 0.121
H 7.380 2.429 0.691 0.135
H 4.858 3.925 1.521 0.065
H 5.857 4.147 0.097 0.076
H 4.878 2.689 0.255 0.078
H 8.179 3.216 2.751 0.071
H 6.742 3.758 3.200 0.070
C 4.670 -8.507 7.335 -0.105
O 4.302 -7.404 6.527 -0.186
C 4.492 -7.595 5.135 -0.197
C 3.361 -8.366 4.436 -0.417
C 3.396 -9.870 4.692 -0.068
N 2.039 -7.851 4.815 0.058
H 5.531 -9.044 6.928 0.091
H 3.826 -9.188 7.461 0.075
H 4.935 -8.126 8.322 0.088
H 4.527 -6.591 4.706 0.089
H 5.470 -8.053 4.938 0.126
H 3.488 -8.219 3.358 0.135
H 3.038 -10.131 5.687 0.064
H 2.757 -10.389 3.976 0.076
H 4.409 -10.263 4.578 0.079
H 1.983 -6.873 4.551 0.037
H 2.004 -7.828 5.832 0.080
C -1.385 6.066 -1.352 -0.107
O -1.767 7.172 -2.150 -0.188
C -1.559 6.998 -3.542 -0.206
C -2.669 6.211 -4.260 -0.424
C -2.603 4.705 -4.016 -0.074
N -4.003 6.694 -3.891 0.045
H -0.511 5.549 -1.758 0.079
H -2.220 5.370 -1.245 0.075
H -1.137 6.437 -0.357 0.090
H -1.540 8.008 -3.960 0.122
H -0.570 6.563 -3.733 0.119
H -2.535 6.369 -5.335 0.136
H -2.965 4.428 -3.025 0.062
H -3.224 4.178 -4.741 0.075
H -1.580 4.335 -4.122 0.074
H -4.080 7.676 -4.150 0.064
H -4.048 6.708 -2.874 0.075
C -2.226 -3.881 -6.372 -0.107
O -3.468 -3.315 -5.992 -0.190
C -4.095 -3.944 -4.887 -0.209
C -3.572 -3.490 -3.513 -0.429
C -2.219 -4.093 -3.145 -0.072
N -3.481 -2.029 -3.422 0.044
H -2.206 -4.965 -6.222 0.090
H -1.407 -3.410 -5.824 0.075
H -2.074 -3.675 -7.432 0.087
H -5.150 -3.663 -4.955 0.120
H -4.056 -5.036 -4.991 0.118
H -4.292 -3.833 -2.763 0.134
H -1.394 -3.622 -3.680 0.065
H -2.024 -3.961 -2.079 0.071
H -2.197 -5.165 -3.356 0.078
H -4.406 -1.633 -3.567 0.074
H -2.952 -1.708 -4.231 0.073
C -8.470 8.781 -7.957 -0.108
O -8.301 9.796 -6.983 -0.192
C -8.476 9.369 -5.642 -0.210
C -7.241 8.695 -5.021 -0.428
C -7.021 7.262 -5.494 -0.075
N -6.018 9.469 -5.270 0.040
H -9.235 8.056 -7.665 0.090
H -7.523 8.272 -8.148 0.074
H -8.781 9.257 -8.888 0.086
H -8.685 10.280 -5.074 0.120
H -9.367 8.735 -5.552 0.119
H -7.404 8.656 -3.939 0.135
H -6.611 7.213 -6.504 0.066
H -6.313 6.755 -4.838 0.046
H -7.956 6.695 -5.478 0.078
H -6.126 10.395 -4.862 0.073
H -5.973 9.651 -6.271 0.070
```

---

This record from the OMol25 dataset describes a structure of composition C20H17Cl7N4NiO4 at a distorted geometry. The level of theory is ωB97M-V with the def2-TZVPD basis set.

The calculation puts the HOMO energy at -0.2757 Ha. The lowest unoccupied orbital energy comes out at -0.89 eV.

XYZ file:
```
53
Properties=species:S:1:pos:R:3:lowdin_charge:R:1
Ni 1.061 0.192 -0.443 0.534
Cl 1.113 -3.626 -6.586 0.645
C 1.388 -2.837 -5.059 -0.673
C 2.287 -3.418 -4.146 -0.118
C 2.528 -2.832 -2.938 -0.557
Cl 3.648 -3.562 -1.837 0.730
C 1.876 -1.621 -2.531 -0.337
O 2.120 -1.099 -1.403 -0.071
C 0.989 -1.063 -3.496 -0.121
C 0.359 0.177 -3.208 -0.158
O 0.432 0.809 -2.148 -0.064
C 0.756 -1.673 -4.746 -0.066
H 2.796 -4.336 -4.405 0.106
H -0.238 0.631 -4.010 0.142
H 0.072 -1.210 -5.446 0.116
Cl 2.109 2.782 1.500 0.729
C 0.442 2.333 1.475 -0.664
C -0.038 1.449 0.499 -0.194
C -1.430 1.380 0.384 -0.675
Cl -2.168 0.358 -0.808 0.732
C -2.301 2.038 1.260 -0.724
Cl -4.017 1.917 1.101 0.679
C -1.768 2.792 2.297 -0.711
Cl -2.802 3.523 3.494 0.678
C -0.390 2.964 2.397 -0.725
Cl 0.253 3.944 3.665 0.662
N -2.327 0.767 5.164 0.164
C -1.740 -0.473 4.526 -0.110
C -2.680 -0.962 3.400 -0.274
N -2.056 -1.317 2.175 0.043
H -1.784 1.091 5.964 0.165
H -3.281 0.586 5.479 0.164
H -2.378 1.554 4.498 0.045
H -1.619 -1.198 5.329 0.122
H -0.761 -0.202 4.138 0.130
H -3.421 -0.165 3.225 0.090
H -3.243 -1.823 3.763 0.120
H -1.635 -2.239 2.109 0.050
H -1.404 -0.640 1.805 0.035
C 1.645 -5.260 1.322 -0.028
N 1.911 -3.833 1.401 -0.061
C 3.168 -3.396 1.673 -0.098
C 3.487 -2.094 1.664 0.002
C 2.475 -1.165 1.217 -0.515
O 2.687 0.035 0.926 -0.083
N 1.205 -1.606 1.072 0.160
C 0.872 -2.912 1.187 -0.497
O -0.283 -3.343 1.116 -0.012
H 1.922 -5.755 2.255 0.089
H 2.209 -5.701 0.498 0.085
H 0.583 -5.391 1.148 0.081
H 3.894 -4.169 1.890 0.129
H 4.488 -1.750 1.873 0.108
```

---

This record from the OMol25 dataset describes a structure of composition C24H28FN2O17SZn at a distorted geometry. The level of theory is ωB97M-V with the def2-TZVPD basis set.

As for the total charge: -1. The calculation puts the HOMO energy at -0.2171 Ha. The lowest unoccupied orbital energy comes out at 0.85 eV.

XYZ file:
```
74
Properties=species:S:1:pos:R:3:lowdin_charge:R:1
Zn 2.880 16.817 12.269 0.822
F 3.523 15.174 12.858 -0.505
S 2.636 19.004 10.900 0.245
O 1.427 19.801 11.104 -0.363
O 3.509 19.631 9.953 -0.332
O 3.315 18.682 12.171 -0.411
O 2.234 17.609 10.474 -0.411
C -1.882 18.786 13.928 -0.021
C -0.912 18.234 12.931 -0.300
C 0.465 18.117 13.609 -0.085
O 0.900 16.818 13.175 -0.055
C -0.179 16.162 12.530 -0.533
O -0.065 15.046 12.151 0.171
O -1.255 16.918 12.522 0.133
H -1.829 18.289 14.928 0.087
H -2.905 18.689 13.595 0.080
H -1.647 19.884 14.060 0.114
H -0.813 18.798 12.040 0.139
H 0.441 18.088 14.693 0.129
H 1.117 18.912 13.288 0.102
C 7.165 11.337 14.345 0.011
C 7.254 12.077 15.746 -0.293
C 6.658 13.417 15.679 -0.162
O 5.334 13.245 16.019 0.070
C 5.253 12.101 16.763 -0.516
O 4.255 11.836 17.345 0.162
O 6.473 11.450 16.768 0.084
H 7.906 11.769 13.688 0.080
H 6.179 11.363 13.918 0.083
H 7.433 10.308 14.478 0.070
H 8.243 12.119 16.156 0.146
H 6.736 13.866 14.677 0.155
H 7.059 14.116 16.332 0.117
C 0.918 14.985 16.669 -0.025
C -0.378 14.362 16.219 -0.253
C -1.261 13.735 17.322 -0.085
O -2.353 14.635 17.441 0.073
C -2.391 15.422 16.354 -0.574
O -3.300 16.200 16.177 0.125
O -1.304 15.346 15.569 0.077
H 1.379 15.454 15.770 0.093
H 1.676 14.277 16.992 0.071
H 0.905 15.789 17.462 0.111
H -0.232 13.659 15.350 0.154
H -0.711 13.795 18.281 0.140
H -1.530 12.717 17.159 0.110
C 2.612 10.883 8.556 -0.055
C 3.992 10.587 8.603 -0.046
C 4.349 9.303 8.972 -0.027
C 3.414 8.356 9.264 -0.172
C 2.054 8.643 9.227 -0.007
C 1.658 9.952 8.996 -0.081
N 3.830 6.994 9.557 -0.357
O 5.024 6.864 9.834 0.051
O 3.075 6.074 9.427 0.096
H 2.183 11.823 8.279 0.102
H 4.728 11.312 8.297 0.106
H 5.442 8.984 8.944 0.146
H 1.346 7.862 9.365 0.108
H 0.547 10.153 8.873 0.134
C 2.076 12.155 13.512 -0.045
C 2.111 12.168 14.927 -0.055
C 1.252 11.339 15.669 -0.024
C 0.371 10.537 14.987 -0.139
C 0.332 10.470 13.559 0.011
C 1.258 11.246 12.827 -0.052
N -0.643 9.746 15.748 -0.355
O -1.284 8.961 15.106 0.073
O -0.766 9.947 16.952 0.056
H 2.748 12.889 13.011 0.104
H 2.810 12.784 15.491 0.087
H 1.246 11.364 16.683 0.085
H -0.377 9.715 13.186 0.113
H 1.375 11.180 11.705 0.110
```

---

Let's list energy above the lowest of the compared OMol25 structures with the same formula, charge and spin in order: 0.0; 110.3; 48.9; 19.2; 40.2; 0.0 kcal/mol.